No. 1
Here is C18H36BeFNO21 as an isolated structure at a distorted geometry from the Open Molecules 2025 dataset. Energies are from wB97M-V/def2-TZVPD.

Calculated values
Energy (eV): -66839.308
Total charge: 0

CARTESIAN COORDINATES (ANGSTROEM)
Be: 0.296 0.382 0.225
N: 2.225 -4.315 0.957
O: 2.266 -3.758 -0.101
O: 1.447 -3.846 1.788
O: 2.982 -5.228 1.225
F: -0.016 4.351 0.505
C: 2.186 3.672 5.748
O: 2.734 2.548 6.339
C: 2.419 1.337 5.877
O: 1.809 1.122 4.830
O: 3.071 0.461 6.602
C: 2.870 -0.953 6.320
H: 2.539 4.002 4.771
H: 2.395 4.551 6.358
H: 1.102 3.640 5.642
H: 1.861 -1.193 5.984
H: 2.959 -1.379 7.319
H: 3.706 -1.340 5.736
C: -3.320 -5.928 -2.740
O: -4.095 -5.898 -1.532
C: -4.027 -4.722 -0.800
O: -3.236 -3.791 -1.037
O: -4.848 -4.705 0.252
C: -5.851 -5.749 0.490
H: -3.858 -5.233 -3.385
H: -3.289 -6.967 -3.069
H: -2.304 -5.571 -2.576
H: -6.515 -5.339 1.252
H: -5.511 -6.735 0.805
H: -6.329 -5.875 -0.482
C: 7.422 -0.877 0.028
O: 7.608 0.524 0.280
C: 6.536 1.348 0.337
O: 5.358 1.001 0.352
O: 7.062 2.565 0.434
C: 6.109 3.617 0.332
H: 8.392 -1.254 -0.295
H: 6.836 -1.150 -0.850
H: 6.974 -1.406 0.869
H: 6.498 4.546 0.748
H: 5.092 3.442 0.684
H: 5.999 3.668 -0.751
C: -4.173 0.383 -5.725
O: -4.558 1.721 -5.350
C: -3.968 2.320 -4.300
O: -3.039 1.896 -3.600
O: -4.680 3.472 -4.113
C: -4.172 4.465 -3.209
H: -4.388 -0.275 -4.883
H: -3.093 0.313 -5.852
H: -4.728 -0.054 -6.556
H: -4.882 5.291 -3.249
H: -3.325 4.938 -3.704
H: -4.060 4.100 -2.188
C: 3.630 -1.276 -6.086
O: 3.280 0.071 -6.481
C: 2.710 0.882 -5.665
O: 2.337 0.676 -4.544
O: 2.655 1.974 -6.352
C: 2.356 3.206 -5.755
H: 3.544 -1.488 -5.021
H: 4.654 -1.491 -6.391
H: 3.019 -1.984 -6.646
H: 2.148 3.962 -6.512
H: 3.192 3.438 -5.095
H: 1.505 3.066 -5.088
C: -4.730 2.850 4.412
O: -4.816 1.627 5.140
C: -4.227 0.551 4.639
O: -3.672 0.449 3.570
O: -4.511 -0.441 5.486
C: -3.964 -1.721 5.268
H: -3.723 3.255 4.515
H: -5.337 3.631 4.871
H: -5.029 2.760 3.368
H: -3.425 -1.715 4.321
H: -4.777 -2.445 5.206
H: -3.303 -1.977 6.096

---

No. 2
Here is an isolated ion of composition C3H5BrN3O and charge +1 at a distorted geometry from the Open Molecules 2025 dataset. Energies are from wB97M-V/def2-TZVPD.

Calculated values
Energy above the lowest of the compared OMol25 structures with the same formula, charge and spin (kcal/mol): 86.66
Energy (eV): -79738.369
Structure (SMILES): [H]/N=[N+](C)/C=C(/Br)N=O
Total charge: +1

CARTESIAN COORDINATES (ANGSTROEM)
C: 0.595 0.695 -0.145
C: 1.807 -0.017 0.017
C: -1.809 0.752 0.072
N: -0.624 -1.275 -0.166
N: -0.583 -0.007 -0.061
N: 2.082 -1.256 0.174
O: 2.592 -2.275 -0.113
Br: 3.332 1.164 -0.011
H: 0.599 1.725 0.197
H: -2.100 1.294 -0.877
H: -2.459 -0.192 -0.071
H: -1.997 1.251 1.057
H: -1.433 -1.858 -0.074